Below is 13 unconnected molecules or ions with the total composition C30H92N6O13 at a distorted geometry, with properties calculated with wB97M-V/def2-TZVPD.

Structure (ORCA input):
```
! wB97M-V def2-TZVPD RIJCOSX def2/J DEFGRID3
* xyz 0 1
C 0.947 0.183 0.478
C -0.570 0.065 0.541
O -1.205 1.308 0.265
H 1.129 0.609 -0.511
H 1.386 -0.812 0.545
H 1.306 0.834 1.269
H -0.936 -0.302 1.510
H -0.899 -0.665 -0.212
H -2.089 1.068 -0.092
C -0.525 4.084 -2.223
C -1.229 3.001 -3.004
O -0.339 2.637 -4.050
H -0.568 5.057 -2.720
H 0.533 3.879 -2.066
H -0.963 4.250 -1.235
H -2.190 3.334 -3.418
H -1.472 2.176 -2.320
H -0.667 1.835 -4.483
C -1.661 -0.865 -3.781
C -2.518 -0.261 -4.893
O -1.866 0.788 -5.587
H -0.807 -1.434 -4.140
H -2.240 -1.614 -3.222
H -1.427 -0.167 -2.972
H -3.531 -0.015 -4.560
H -2.717 -1.074 -5.601
H -1.700 0.484 -6.481
C -5.709 2.138 -1.794
C -4.499 2.092 -0.842
C -4.868 2.240 0.622
O -5.455 3.518 0.847
C -5.949 3.665 2.160
N -3.699 0.844 -1.001
H -6.484 1.408 -1.563
H -5.350 1.856 -2.793
H -6.038 3.169 -1.909
H -3.876 2.967 -1.041
H -3.953 2.223 1.229
H -5.482 1.420 1.016
H -5.360 3.161 2.933
H -6.998 3.378 2.281
H -5.871 4.744 2.326
H -3.736 0.810 -2.026
H -4.313 0.047 -0.812
C 3.693 -3.780 -5.806
C 2.270 -3.192 -5.721
C 2.218 -1.915 -4.888
O 2.478 -2.288 -3.544
C 2.037 -1.248 -2.685
N 1.684 -2.902 -7.059
H 3.576 -4.849 -5.983
H 4.173 -3.633 -4.835
H 4.351 -3.320 -6.542
H 1.570 -3.904 -5.280
H 1.192 -1.543 -4.997
H 2.850 -1.131 -5.322
H 0.997 -1.432 -2.389
H 2.053 -0.233 -3.089
H 2.558 -1.162 -1.728
H 1.881 -3.695 -7.663
H 2.284 -2.164 -7.429
C -7.584 -0.159 2.404
C -6.920 -1.333 3.137
C -5.496 -1.565 2.688
O -4.715 -0.419 2.979
C -3.386 -0.546 2.523
N -7.092 -1.108 4.580
H -6.977 0.706 2.693
H -8.563 0.042 2.838
H -7.663 -0.210 1.320
H -7.521 -2.242 3.016
H -5.375 -1.932 1.661
H -5.057 -2.352 3.330
H -2.880 -1.446 2.887
H -2.855 0.346 2.851
H -3.385 -0.578 1.428
H -6.440 -0.364 4.849
H -6.653 -1.892 5.066
C 7.368 5.380 -2.043
C 6.766 3.974 -2.056
C 5.233 3.999 -2.157
O 4.736 2.779 -1.664
C 3.328 2.700 -1.744
N 7.434 3.231 -3.121
H 8.446 5.373 -1.884
H 7.016 6.036 -1.244
H 7.119 5.855 -2.995
H 7.021 3.433 -1.141
H 4.921 4.154 -3.199
H 4.836 4.865 -1.612
H 2.878 3.342 -0.981
H 3.024 1.665 -1.601
H 2.949 3.007 -2.726
H 7.410 3.802 -3.967
H 6.890 2.422 -3.414
C 1.430 -5.589 0.104
C 1.970 -4.406 -0.720
C 3.470 -4.349 -0.800
O 4.051 -3.876 0.414
C 5.446 -3.744 0.306
N 1.522 -4.618 -2.116
H 1.617 -6.539 -0.400
H 0.360 -5.490 0.270
H 2.021 -5.651 1.021
H 1.522 -3.464 -0.377
H 3.882 -3.679 -1.566
H 3.824 -5.367 -1.016
H 5.691 -2.795 -0.192
H 5.847 -4.594 -0.257
H 5.941 -3.709 1.276
H 0.504 -4.581 -2.087
H 1.785 -3.811 -2.695
C -0.345 -0.362 8.705
C 0.593 -1.217 7.864
C 0.968 -0.424 6.625
O -0.181 -0.032 5.897
C 0.083 0.500 4.634
N 1.774 -1.483 8.709
H 0.162 0.584 8.937
H -0.497 -0.789 9.697
H -1.277 -0.104 8.208
H 0.077 -2.152 7.645
H 1.581 -1.031 5.942
H 1.557 0.463 6.893
H 0.784 1.346 4.649
H -0.868 0.814 4.214
H 0.602 -0.175 3.938
H 2.194 -0.572 8.904
H 2.490 -1.884 8.098
O 3.216 -0.383 3.233
H 2.866 0.519 3.138
H 4.174 -0.281 3.226
O 2.612 2.506 3.123
H 2.502 2.968 3.966
H 3.561 2.337 3.062
O 0.044 3.149 1.990
H -0.207 2.317 1.544
H 0.797 2.919 2.556
O -2.482 -3.145 -0.307
H -1.943 -3.471 0.423
H -1.942 -3.290 -1.092
*
```

The value obtained for the energy is -2504.6767 Eh. The max |F| comes out at 1.79 eV/Å.